Molecular formula: C32H56O7S
Method: DFT, the ωB97M-V functional and the def2-TZVPD basis

Its HOMO energy is -8.73 eV. Its charge is 0. Its HOMO-LUMO gap is 0.3443 Ha. As for the SMILES: CCCCCCCCC[C@H](S)OC[C@H](CCC)OCCC(=O)c1ccccc1.CCOC(C)=O.CCOC(C)=O.

Last column: Mulliken charge in e.
Cartesian coordinates (Å):
C1 3.98 -3.78 -0.71  -1.21
C2 3.74 -2.58 0.25  0.02
C3 4.06 -1.20 -0.35  -0.79
C4 3.83 -0.12 0.78  -0.38
C5 3.71 1.25 0.09  -0.45
C6 2.95 2.32 0.92  -0.84
C7 2.25 3.32 -0.06  -0.56
C8 0.69 3.16 0.02  -0.16
C9 0.16 4.40 0.77  -1.05
C10 -1.35 4.27 1.14  -0.24
S1 -1.53 3.43 2.76  -0.13
O1 -1.95 3.56 0.08  -0.23
C11 -3.38 3.44 0.18  -1.75
C12 -3.79 1.94 0.09  1.20
C13 -4.66 1.74 -1.18  -1.26
C14 -3.82 1.06 -2.28  -0.37
C15 -2.78 2.02 -2.94  -1.00
O2 -4.48 1.61 1.29  -0.53
C16 -4.01 0.42 1.91  -0.41
C17 -4.26 -0.77 0.98  -0.04
C18 -4.47 -2.10 1.73  0.11
O3 -4.07 -2.31 2.86  -0.64
C19 -5.19 -3.16 0.91  0.35
C20 -4.47 -3.71 -0.13  -0.28
C21 -5.09 -4.65 -0.93  -0.64
C22 -6.39 -5.01 -0.69  -0.38
C23 -7.09 -4.47 0.36  -0.64
C24 -6.48 -3.53 1.16  -0.07
H1 3.05 -4.36 -0.75  0.31
H2 4.78 -4.40 -0.31  0.28
H3 4.24 -3.47 -1.72  0.35
H4 4.38 -2.68 1.14  0.35
H5 2.71 -2.52 0.62  0.00
H6 5.10 -1.11 -0.68  0.27
H7 3.42 -0.95 -1.20  0.40
H8 2.90 -0.41 1.29  0.14
H9 4.70 -0.19 1.44  0.36
H10 4.70 1.65 -0.17  0.22
H11 3.12 1.11 -0.82  0.27
H12 3.65 2.89 1.54  0.33
H13 2.19 1.87 1.58  0.39
H14 2.60 3.20 -1.09  0.12
H15 2.51 4.32 0.31  0.55
H16 0.40 2.23 0.51  0.21
H17 0.29 3.12 -1.00  0.16
H18 0.22 5.23 0.05  0.30
H19 0.74 4.56 1.68  0.35
H20 -1.82 5.26 1.20  0.57
H21 -1.15 2.16 2.51  0.06
H22 -3.79 3.87 1.11  0.54
H23 -3.79 4.02 -0.65  0.39
H24 -2.84 1.39 -0.02  0.42
H25 -5.48 1.05 -0.95  0.39
H26 -5.13 2.67 -1.52  0.50
H27 -3.28 0.19 -1.90  0.20
H28 -4.50 0.68 -3.05  0.48
H29 -2.75 3.00 -2.46  0.21
H30 -1.79 1.55 -2.91  0.26
H31 -3.03 2.15 -4.00  0.34
H32 -4.58 0.35 2.85  0.39
H33 -2.96 0.52 2.21  -0.02
H34 -3.50 -0.91 0.21  0.19
H35 -5.22 -0.59 0.48  0.26
H36 -3.45 -3.38 -0.30  0.39
H37 -4.52 -5.07 -1.76  0.37
H38 -6.88 -5.73 -1.34  0.37
H39 -8.12 -4.76 0.54  0.38
H40 -6.99 -3.05 2.00  0.43
O4 1.04 -1.72 2.68  -0.52
C25 0.87 -2.57 3.51  0.78
O5 1.92 -3.06 4.18  -0.43
C26 1.80 -3.91 5.32  -0.38
C27 1.67 -5.37 4.92  -1.00
C28 -0.50 -3.15 3.75  -0.84
H41 0.98 -3.59 5.97  0.38
H42 2.72 -3.77 5.89  0.33
H43 0.77 -5.54 4.34  0.27
H44 1.64 -6.01 5.80  0.37
H45 2.52 -5.66 4.30  0.29
H46 -0.68 -3.96 3.04  0.25
H47 -1.24 -2.37 3.57  0.14
H48 -0.67 -3.51 4.76  0.30
O6 2.58 2.62 -3.44  -0.52
C29 3.64 2.50 -3.99  0.86
O7 4.71 3.17 -3.51  -0.37
C30 6.05 2.94 -3.95  -0.41
C31 6.38 3.77 -5.18  -1.03
C32 3.79 1.69 -5.25  -1.21
H49 6.24 1.88 -4.10  0.35
H50 6.69 3.25 -3.12  0.35
H51 5.75 3.49 -6.03  0.27
H52 7.42 3.63 -5.46  0.37
H53 6.21 4.82 -4.98  0.31
H54 3.54 2.32 -6.11  0.30
H55 3.09 0.86 -5.21  0.32
H56 4.78 1.26 -5.39  0.38

Molecular formula: C32H57BF6IN2O14P
Method: DFT, the ωB97M-V functional and the def2-TZVPD basis

As for the energy relative to the best compared isomer or geometry (same formula, charge and spin): 0.0 kJ/mol. Its HOMO energy is -8.88 eV. Its charge is 0. Its HOMO-LUMO gap is 0.3325 Ha. As for the SMILES: [H]/N=C/C[C@@](CC)(O[C@@](CCCCO)(CC(=O)O)P(O)I)[C@](COCCOCC)(OCCCC(N)=O)B(O)CC.CCOC(=O)C(F)(F)F.CCOC(=O)C(F)(F)F.

Last column: Mulliken charge in e.
Cartesian coordinates (Å):
C1 1.53 4.91 -1.50  -1.20
C2 0.33 4.77 -2.44  0.76
O1 0.68 4.42 -3.77  -0.53
C3 1.09 3.07 -3.91  -0.84
C4 -0.09 2.11 -3.96  -0.46
O2 -0.29 1.58 -2.66  0.42
C5 -1.14 0.46 -2.56  -1.95
C6 -2.21 0.61 -1.41  0.93
O3 -2.01 1.86 -0.75  0.07
C7 -3.14 2.61 -0.39  -0.37
C8 -2.83 3.45 0.84  -0.77
C9 -4.14 4.03 1.40  -0.73
C10 -4.97 3.08 2.24  0.37
N1 -4.26 2.23 3.06  -0.29
O4 -6.17 3.03 2.17  -0.64
B1 -3.51 0.57 -2.35  0.98
O5 -4.22 -0.58 -2.51  -0.94
C11 -3.88 1.81 -3.28  -0.19
C12 -5.29 2.39 -2.99  -1.26
C13 -2.00 -0.52 -0.34  1.76
C14 -0.71 -0.28 0.46  -1.39
C15 0.61 0.15 -0.18  -1.39
C16 -3.11 -0.40 0.75  -1.31
C17 -4.57 -0.65 0.49  -1.36
N2 -5.06 -1.76 0.12  -0.20
O6 -2.20 -1.76 -1.04  -0.26
C18 -1.50 -3.01 -1.24  2.15
C19 -2.63 -4.08 -1.11  -1.98
C20 -3.10 -4.47 0.29  -0.14
C21 -4.49 -5.13 0.26  -0.97
C22 -5.23 -5.07 1.59  -0.54
O7 -4.86 -6.22 2.36  -0.54
C23 -1.06 -3.05 -2.74  -0.46
C24 0.39 -2.97 -3.13  -0.14
O8 1.07 -1.99 -3.01  -0.39
O9 0.84 -4.10 -3.74  -0.54
P1 -0.32 -3.58 0.14  -0.36
O10 1.13 -2.94 -0.26  -0.07
I1 0.19 -5.85 -0.68  -0.15
H1 1.29 4.53 -0.50  0.28
H2 2.38 4.34 -1.86  0.33
H3 1.83 5.95 -1.40  0.34
H4 -0.18 5.73 -2.53  0.44
H5 -0.39 4.04 -2.04  -0.66
H6 1.72 2.75 -3.08  0.22
H7 1.68 3.00 -4.82  0.42
H8 0.10 1.30 -4.68  0.51
H9 -0.98 2.66 -4.28  0.19
H10 -1.65 0.33 -3.53  0.81
H11 -0.55 -0.43 -2.40  -1.19
H12 -3.42 3.28 -1.21  0.38
H13 -4.01 1.97 -0.19  0.14
H14 -2.38 2.77 1.57  0.26
H15 -2.13 4.24 0.59  0.49
H16 -3.96 4.95 1.96  0.43
H17 -4.80 4.31 0.57  0.26
H18 -4.87 1.79 3.75  0.26
H19 -3.41 2.60 3.47  0.24
H20 -5.04 -0.44 -3.00  0.22
H21 -3.12 2.59 -3.24  0.05
H22 -3.90 1.41 -4.30  0.50
H23 -5.24 3.32 -2.43  0.34
H24 -5.83 2.60 -3.91  0.34
H25 -5.91 1.71 -2.40  0.21
H26 -0.97 0.55 1.13  0.33
H27 -0.57 -1.13 1.14  1.08
H28 1.42 0.02 0.55  0.54
H29 0.89 -0.41 -1.07  0.03
H30 0.59 1.21 -0.43  0.18
H31 -2.81 -1.10 1.55  0.99
H32 -3.03 0.59 1.19  0.02
H33 -5.22 0.20 0.71  0.51
H34 -6.07 -1.68 0.06  0.27
H35 -2.31 -4.97 -1.64  0.76
H36 -3.48 -3.65 -1.65  0.27
H37 -3.13 -3.60 0.94  0.09
H38 -2.42 -5.20 0.73  0.50
H39 -4.37 -6.19 0.03  0.46
H40 -5.10 -4.67 -0.52  0.45
H41 -4.96 -4.16 2.13  0.32
H42 -6.31 -5.08 1.43  0.29
H43 -4.94 -6.01 3.30  0.31
H44 -1.53 -2.18 -3.19  0.31
H45 -1.50 -3.93 -3.22  0.65
H46 1.73 -4.29 -3.43  0.41
H47 1.55 -2.61 0.54  0.33
C25 4.04 -2.31 -2.21  -0.75
C26 5.45 -1.87 -1.88  -0.51
O11 5.48 -1.19 -0.60  -0.31
C27 5.50 -1.96 0.47  0.26
O12 5.51 -3.15 0.52  -0.54
C28 5.53 -1.08 1.74  1.05
F1 4.65 -0.07 1.66  -0.25
F2 6.76 -0.55 1.88  -0.27
F3 5.25 -1.81 2.81  -0.26
H48 3.35 -1.46 -2.19  0.16
H49 4.01 -2.74 -3.21  0.42
H50 3.69 -3.05 -1.50  0.29
H51 5.82 -1.13 -2.59  0.38
H52 6.15 -2.71 -1.86  0.35
C29 7.32 0.03 4.97  -0.99
C30 8.51 0.91 4.71  -0.26
O13 8.39 2.18 5.40  -0.34
C31 8.72 2.18 6.67  0.33
O14 9.12 1.27 7.33  -0.51
C32 8.56 3.61 7.25  0.92
F4 7.40 4.16 6.87  -0.25
F5 9.56 4.38 6.80  -0.25
F6 8.60 3.58 8.58  -0.24
H53 6.40 0.54 4.69  0.27
H54 7.41 -0.89 4.38  0.28
H55 7.25 -0.25 6.02  0.41
H56 8.59 1.18 3.66  0.30
H57 9.44 0.44 5.01  0.33

Molecular formula: C32H57Br9O13
Method: DFT, the ωB97M-V functional and the def2-TZVPD basis

As for the energy relative to the best compared isomer or geometry (same formula, charge and spin): 0.0 kJ/mol. Its HOMO energy is -9.32 eV. Its charge is 0. Its HOMO-LUMO gap is 0.3374 Ha.

Last column: Mulliken charge in e.
Cartesian coordinates (Å):
C1 -5.32 7.21 16.00  -0.20
C2 -6.19 7.04 17.20  0.78
C3 -7.03 8.26 17.64  0.30
O1 -8.31 7.98 17.05  -0.34
C4 -8.40 6.67 16.80  0.24
O2 -9.41 6.13 16.45  -0.43
O3 -7.20 6.07 16.87  0.25
H1 -5.85 7.70 15.18  0.36
H2 -5.02 6.20 15.71  -1.11
H3 -4.41 7.76 16.24  0.51
H4 -5.60 6.68 18.04  0.00
H5 -6.73 9.23 17.27  -0.19
H6 -7.00 8.26 18.73  -0.22
C5 -5.85 3.13 17.42  -0.59
C6 -7.23 2.67 17.75  0.81
C7 -7.51 1.15 17.62  -0.36
O4 -7.95 0.76 18.95  -0.37
C8 -8.10 1.87 19.72  0.51
O5 -8.66 1.88 20.77  -0.55
O6 -7.57 2.96 19.11  -0.27
H7 -5.49 2.74 16.47  0.45
H8 -5.14 2.87 18.21  0.08
H9 -5.87 4.21 17.38  -0.36
H10 -7.96 3.10 17.08  -0.01
H11 -6.61 0.59 17.38  0.29
H12 -8.33 0.90 16.95  0.27
C9 -1.70 3.51 18.86  -1.21
C10 -2.79 4.52 18.82  0.94
O7 -3.00 5.19 17.83  -0.41
C11 -3.65 4.70 20.06  -0.92
H13 -1.12 3.60 17.94  0.20
H14 -2.05 2.47 18.86  0.28
H15 -1.08 3.69 19.74  0.41
H16 -4.67 4.34 19.93  0.14
H17 -3.71 5.76 20.32  0.31
H18 -3.15 4.24 20.91  0.37
C12 -14.82 4.14 18.17  -1.11
C13 -13.75 3.63 17.24  0.68
O8 -13.99 2.79 16.40  -0.58
C14 -12.33 4.11 17.50  -0.49
H19 -14.44 4.27 19.19  0.35
H20 -15.64 3.42 18.25  0.33
H21 -15.21 5.12 17.88  0.27
H22 -11.65 3.29 17.77  0.22
H23 -12.35 4.71 18.41  0.22
H24 -11.89 4.63 16.65  0.10
C15 -3.52 12.30 19.09  -1.46
C16 -4.71 11.64 18.44  1.06
O9 -4.57 10.64 17.76  -0.51
C17 -6.02 12.39 18.46  -0.82
H25 -2.63 11.98 18.55  0.36
H26 -3.43 11.92 20.11  0.29
H27 -3.55 13.38 19.00  0.39
H28 -6.46 12.28 19.45  -0.04
H29 -6.78 11.85 17.89  0.11
H30 -5.86 13.43 18.19  0.52
C18 -5.21 5.94 11.93  -0.67
C19 -6.02 5.64 10.70  0.87
O10 -5.71 4.72 9.97  -0.65
C20 -7.11 6.63 10.34  -1.17
H31 -4.49 6.71 11.62  0.45
H32 -4.60 5.08 12.22  0.17
H33 -5.76 6.42 12.74  -0.02
H34 -7.57 7.04 11.24  0.24
H35 -7.85 6.17 9.69  0.36
H36 -6.64 7.48 9.83  0.42
C21 -2.83 12.04 14.67  -0.93
C22 -4.19 12.06 14.03  0.52
O11 -4.32 12.51 12.91  -0.58
C23 -5.36 11.41 14.73  -0.32
H37 -2.78 11.45 15.59  0.20
H38 -2.48 13.03 14.98  0.29
H39 -2.09 11.64 13.98  0.32
H40 -5.90 12.07 15.41  0.17
H41 -5.09 10.46 15.19  -0.03
H42 -6.04 11.19 13.90  0.37
C24 -9.51 3.93 13.80  -0.73
C25 -8.31 4.32 12.97  0.79
O12 -7.31 4.73 13.52  -0.33
C26 -8.40 4.14 11.48  -0.86
H43 -9.26 2.97 14.26  0.28
H44 -10.43 3.74 13.24  0.39
H45 -9.70 4.69 14.55  -0.09
H46 -7.49 4.43 10.96  -0.12
H47 -9.27 4.68 11.10  0.24
H48 -8.51 3.07 11.26  0.43
C27 -6.51 10.93 22.80  -1.48
C28 -7.10 10.88 21.42  0.90
O13 -6.66 10.13 20.58  -0.30
C29 -8.20 11.85 21.08  -1.11
H49 -6.12 11.95 22.94  0.37
H50 -5.66 10.26 22.82  0.34
H51 -7.25 10.69 23.56  0.36
H52 -8.55 11.73 20.07  0.29
H53 -8.13 12.85 21.49  0.40
H54 -9.07 11.44 21.63  0.38
C30 -1.93 3.13 14.86  -0.27
Br1 -2.45 1.40 15.56  -0.07
Br2 -3.45 4.30 14.82  0.15
Br3 -1.13 2.99 13.13  -0.04
H55 -1.21 3.51 15.58  0.28
C31 -9.77 8.07 21.20  -0.22
Br4 -10.30 9.13 19.67  -0.04
Br5 -8.45 6.79 20.59  0.05
Br6 -11.23 7.21 22.04  -0.01
H56 -9.26 8.75 21.87  0.19
C32 -11.29 7.86 14.04  0.03
Br7 -12.89 8.91 14.27  -0.04
Br8 -9.84 8.92 13.34  -0.05
Br9 -11.64 6.41 12.81  -0.02
H57 -11.00 7.47 15.01  0.04